{"formula": "C18H46AlO8P2S", "method": "the ωB97M-V functional and the def2-TZVPD basis", "species": ["C", "C", "C", "C", "C", "C", "Al", "S", "H", "H", "H", "H", "H", "H", "H", "H", "H", "H", "H", "H", "H", "H", "H", "H", "O", "P", "O", "C", "C", "O", "C", "C", "O", "C", "C", "H", "H", "H", "H", "H", "H", "H", "H", "H", "H", "H", "H", "H", "H", "H", "O", "P", "O", "C", "C", "O", "C", "C", "O", "C", "C", "H", "H", "H", "H", "H", "H", "H", "H", "H", "H", "H", "H", "H", "H", "H"], "coordinates": [[-7.94675, -7.13980, 3.13737], [-7.04853, -8.15006, 2.20983], [-6.06353, -7.41166, 1.12715], [-4.81521, -6.56562, 1.80710], [-3.62532, -6.24721, 0.68951], [-2.12607, -6.19055, 1.41514], [-1.57253, -4.26899, 1.93557], [-0.51817, -4.16905, 4.00602], [-8.34371, -7.79496, 4.05291], [-8.90549, -6.70771, 2.61954], [-7.31886, -6.26571, 3.64583], [-6.45712, -8.86407, 2.93735], [-7.79990, -8.82422, 1.58098], [-6.68226, -6.77472, 0.33989], [-5.54432, -8.28052, 0.49439], [-4.34099, -7.11451, 2.75193], [-5.16547, -5.50102, 2.21506], [-3.82159, -5.19405, 0.17678], [-3.58424, -7.05833, -0.17752], [-1.30405, -6.64618, 0.67968], [-2.14795, -6.87163, 2.38393], [-0.48350, -3.70093, 0.89475], [-2.82831, -3.28435, 2.03221], [-0.18134, -5.45719, 4.45083], [3.71867, 0.10164, -3.60405], [2.84668, -0.96120, -2.89162], [2.12064, 0.14172, -1.89514], [1.13651, 0.99354, -2.45614], [-0.16065, 0.24504, -2.68691], [4.08815, -1.41972, -1.88489], [5.38351, -1.62428, -2.43373], [6.29511, -0.48492, -2.01004], [1.87243, -2.14869, -2.09565], [2.08776, -2.64302, -0.78018], [1.81089, -1.63500, 0.31870], [1.50168, 1.43524, -3.38824], [0.96786, 1.80771, -1.74657], [-0.02976, -0.53811, -3.44056], [-0.94530, 0.92578, -3.02970], [-0.49595, -0.24645, -1.76797], [5.34356, -1.71899, -3.52504], [5.76851, -2.57006, -2.04226], [5.87481, 0.48965, -2.27463], [7.28119, -0.58154, -2.47669], [6.42218, -0.48824, -0.92186], [3.08222, -3.08846, -0.68134], [1.38297, -3.47267, -0.65691], [2.57793, -0.85652, 0.34721], [1.80594, -2.12785, 1.29656], [0.84338, -1.14654, 0.17032], [0.89804, 4.89966, -1.15991], [1.18120, 5.69543, 0.13782], [0.25558, 6.98747, -0.32089], [-1.15350, 6.84369, -0.26961], [-1.65312, 6.90518, 1.15963], [2.65064, 6.23716, -0.42098], [3.53130, 5.31770, -1.05348], [3.56487, 5.59887, -2.54629], [1.49757, 6.58454, 1.58775], [2.35941, 7.71042, 1.69163], [1.84174, 8.95862, 1.00292], [-1.45854, 5.90820, -0.74823], [-1.58589, 7.66700, -0.84406], [-1.28044, 6.05473, 1.73954], [-2.74651, 6.88998, 1.18907], [-1.29887, 7.81340, 1.65773], [3.23938, 4.28115, -0.84885], [4.52860, 5.46133, -0.62836], [2.56192, 5.58945, -2.98269], [4.18263, 4.85987, -3.06756], [3.98040, 6.59521, -2.73319], [3.37625, 7.46275, 1.37250], [2.43463, 7.92750, 2.76282], [1.88853, 8.86139, -0.08499], [2.44703, 9.82750, 1.28182], [0.80141, 9.15681, 1.27697]], "atomic_forces_ev_per_a": [[-0.049, -0.535, 1.235], [-0.627, 0.257, -0.424], [0.797, -0.764, 0.119], [0.096, 0.904, -0.377], [0.651, -0.078, 0.148], [-0.375, -1.224, -0.243], [0.101, -0.905, -0.170], [0.419, -1.041, 0.837], [0.724, 1.421, -1.917], [2.043, -0.736, 0.751], [-1.266, -1.857, -1.381], [-0.954, 1.502, -1.595], [1.527, 1.295, 1.412], [1.264, -1.147, 1.836], [-1.141, 1.800, 1.303], [-1.108, 0.854, -2.193], [0.560, -2.342, -0.846], [0.191, -2.218, 1.034], [-0.440, 1.524, 1.830], [-1.770, 0.822, 1.498], [0.033, 1.093, -1.971], [0.059, 0.060, -0.196], [-0.232, 0.113, 0.043], [-0.475, 1.210, -0.771], [-2.272, -2.527, -3.287], [2.986, 2.760, 8.879], [-0.510, 0.234, -0.858], [-0.377, 0.309, 0.128], [-0.194, -0.102, 0.028], [-0.098, -0.873, -0.916], [0.325, 0.362, 0.109], [0.166, 0.118, 0.100], [-0.514, 0.333, -4.525], [0.323, -0.961, 1.229], [0.313, 0.471, -0.099], [0.059, 0.058, 0.034], [0.150, -0.059, -0.004], [-0.057, 0.010, -0.011], [0.079, -0.042, -0.005], [0.062, 0.095, -0.147], [0.038, 0.139, 0.178], [-0.103, -0.015, 0.058], [-0.017, -0.220, -0.147], [-0.071, 0.004, 0.070], [0.006, -0.086, -0.143], [-0.085, 0.266, -0.070], [-0.146, 0.209, -0.329], [-0.053, -0.044, -0.041], [-0.118, -0.176, -0.252], [0.089, -0.209, 0.073], [-0.977, -2.637, 3.802], [3.046, 7.436, -5.282], [-0.766, -0.483, 0.306], [-0.414, 0.185, -0.008], [-0.083, 0.026, 0.203], [-0.017, -0.775, 1.086], [0.186, -0.149, -0.649], [0.076, 0.051, -0.183], [-1.593, -3.530, 0.727], [0.900, 0.478, 0.291], [-0.132, -0.065, -0.529], [0.026, 0.038, -0.056], [0.170, -0.038, -0.046], [-0.078, 0.018, 0.010], [0.099, -0.042, -0.004], [-0.067, -0.120, -0.107], [0.003, 0.201, -0.146], [-0.065, 0.074, 0.079], [0.092, -0.172, 0.177], [-0.066, 0.095, 0.062], [0.023, -0.135, 0.066], [-0.261, 0.007, -0.133], [-0.258, -0.315, 0.017], [-0.043, 0.002, 0.143], [0.028, -0.188, 0.137], [0.157, -0.025, 0.022]], "homo_lumo_gap_ev": 3.645, "energy_ha": -2638.516053, "largest_force_ev_per_a": 9.8, "charge": -1, "homo_energy_ev": -4.53}

{"formula": "C19H19F3NO2Si", "method": "the ωB97M-V functional and the def2-TZVPD basis", "species": ["C", "Si", "C", "C", "C", "C", "F", "F", "C", "C", "C", "C", "C", "C", "C", "O", "N", "C", "O", "C", "C", "C", "C", "C", "C", "H", "H", "H", "H", "H", "H", "H", "H", "H", "H", "H", "H", "H", "H", "H", "H", "H", "H", "H", "F"], "coordinates": [[-1.62084, 4.04487, 0.00690], [-1.62396, 2.16800, 0.33633], [-2.18595, 1.92299, 2.10396], [0.15708, 1.57992, 0.00501], [0.62457, 0.40900, 0.87780], [2.12279, 0.35252, 1.15347], [2.35988, 0.76864, 2.44229], [2.82071, 1.21723, 0.36565], [2.73694, -1.01969, 0.98980], [2.81140, -1.91588, 2.05439], [3.39186, -3.17276, 1.91046], [3.88845, -3.50365, 0.66339], [3.82160, -2.62959, -0.40463], [3.24777, -1.37927, -0.25761], [4.46177, -3.26298, -1.58369], [4.57808, -2.80553, -2.67625], [4.94605, -4.53365, -1.15774], [4.57218, -4.73656, 0.20196], [4.80766, -5.73663, 0.80644], [-2.83500, 1.42183, -0.87572], [-4.10664, 1.99945, -0.86633], [-5.10193, 1.52014, -1.71727], [-4.80026, 0.47970, -2.58194], [-3.53969, -0.11575, -2.59451], [-2.55115, 0.35695, -1.73643], [-2.46879, 4.31288, -0.61704], [-1.64663, 4.62622, 0.92537], [-0.72101, 4.29511, -0.55576], [-1.91909, 0.96698, 2.54987], [-3.26334, 2.08246, 2.17978], [-1.70594, 2.69966, 2.70824], [0.18340, 1.25254, -1.03407], [0.80593, 2.44542, 0.09049], [0.29431, -0.52718, 0.43555], [0.14881, 0.45010, 1.85539], [2.41472, -1.62319, 3.01473], [3.47496, -3.86518, 2.73350], [3.22226, -0.69705, -1.09335], [4.57295, -5.23933, -1.78630], [-4.32611, 2.81193, -0.19467], [-6.07353, 1.98447, -1.68315], [-5.57500, 0.12596, -3.25005], [-3.32052, -0.93136, -3.27093], [-1.56048, -0.08061, -1.72457], [-5.52030, 1.48085, 1.25127]], "atomic_forces_ev_per_a": [[0.162, -0.498, -0.135], [-0.514, 0.501, -0.058], [0.482, 0.346, 0.093], [-0.360, -0.443, 0.106], [-0.226, 0.317, 0.011], [-0.029, -0.338, 0.175], [0.035, 0.102, 0.133], [0.102, 0.121, -0.189], [0.354, -0.250, -0.384], [-0.063, -0.153, 0.136], [0.043, 0.175, -0.218], [0.157, 0.031, 0.066], [-0.195, 0.365, 0.536], [0.084, -0.016, -0.139], [0.037, 0.173, 0.792], [0.024, 0.032, -0.862], [-1.043, 0.316, -0.345], [0.043, 0.173, -0.285], [-0.033, -0.624, 0.426], [0.358, 0.078, 0.151], [-0.055, -0.403, -0.354], [0.725, 0.145, 0.100], [-0.196, 0.014, -0.013], [0.217, 0.131, 0.149], [-0.568, 0.259, 0.055], [-0.158, 0.081, 0.037], [0.030, 0.094, 0.065], [0.099, 0.167, 0.000], [-0.194, -0.180, -0.038], [-0.261, -0.286, -0.207], [0.103, 0.000, 0.085], [0.149, 0.199, -0.206], [0.146, 0.075, 0.116], [0.055, -0.138, -0.096], [0.032, -0.023, 0.166], [-0.017, 0.068, 0.072], [-0.057, -0.025, 0.105], [-0.048, 0.115, -0.042], [0.807, -0.384, 0.021], [-0.186, -0.014, 0.150], [-0.186, -0.122, -0.018], [0.011, -0.134, -0.081], [-0.061, -0.057, -0.063], [0.042, -0.163, -0.118], [0.153, 0.173, 0.108]], "homo_lumo_gap_ev": 4.987, "energy_ha": -1529.846342, "largest_force_ev_per_a": 1.1, "charge": -1, "homo_energy_ev": -3.96}

{"formula": "C21H20N2OPdS6", "method": "the ωB97M-V functional and the def2-TZVPD basis", "species": ["Pd", "S", "C", "C", "C", "C", "C", "C", "C", "C", "C", "N", "H", "H", "H", "H", "H", "H", "O", "C", "C", "C", "C", "C", "C", "C", "C", "N", "H", "H", "H", "H", "H", "H", "H", "H", "H", "H", "H", "C", "S", "C", "C", "S", "S", "C", "S", "S", "H", "H", "H"], "coordinates": [[0.40726, 0.01945, 0.22880], [0.08558, -4.46894, 1.69785], [1.58590, -4.17042, 0.93821], [1.65684, -2.90326, 0.45052], [0.49597, -2.07492, 0.66672], [-0.43786, -2.80777, 1.35640], [-1.77500, -2.42202, 1.81563], [-2.58544, -3.32908, 2.53025], [-3.83445, -2.94918, 2.96706], [-4.28414, -1.66448, 2.69116], [-3.43377, -0.83598, 1.97673], [-2.22451, -1.18661, 1.54995], [2.33349, -4.94969, 0.88871], [2.54316, -2.54611, -0.06356], [-2.22387, -4.32673, 2.73563], [-4.45383, -3.64933, 3.51770], [-5.25691, -1.31402, 3.01116], [-3.73538, 0.17653, 1.72875], [-2.56575, 1.82098, 0.41667], [-1.86680, 2.89256, -0.18623], [-1.05336, 3.68277, 0.82388], [-0.13016, 2.82455, 1.68503], [0.98687, 2.06142, 0.99814], [1.90998, 2.76807, 0.15275], [3.21852, 2.41106, 0.08832], [3.65681, 1.27661, 0.83584], [2.72799, 0.58303, 1.55194], [1.43291, 0.97775, 1.73721], [-1.99317, 1.03413, 0.42548], [-2.62056, 3.54454, -0.64232], [-1.21981, 2.52374, -0.98188], [-1.73610, 4.22253, 1.49124], [-0.48141, 4.44301, 0.27844], [-0.72616, 2.09477, 2.23545], [0.32797, 3.48069, 2.44074], [1.54090, 3.59754, -0.44009], [3.90547, 2.94780, -0.55717], [4.68105, 0.92658, 0.78898], [2.98084, -0.34239, 2.06234], [2.79956, -0.52235, -2.28767], [2.20995, 0.96224, -3.12871], [0.90708, 0.26953, -4.05646], [-0.31607, -0.10511, -3.56530], [-0.99969, -0.04618, -2.00721], [-1.35669, -0.77637, -4.82736], [-0.32078, -0.63728, -6.18871], [-0.74096, -1.09585, -7.74230], [1.20324, -0.01191, -5.75475], [3.66142, -0.23061, -1.69168], [3.08459, -1.27470, -3.02449], [2.02932, -0.90057, -1.61781]], "atomic_forces_ev_per_a": [[-0.133, 0.527, -0.207], [0.002, 0.008, 0.063], [0.017, -0.034, -0.038], [0.005, 0.049, -0.019], [-0.002, 0.030, 0.095], [-0.097, -0.077, -0.086], [0.019, -0.040, 0.003], [0.023, 0.026, -0.017], [-0.003, 0.001, -0.004], [-0.001, 0.000, -0.007], [0.022, 0.049, -0.005], [0.006, 0.032, -0.010], [0.005, 0.003, -0.018], [0.007, 0.002, 0.012], [0.012, -0.029, 0.016], [0.002, 0.001, -0.001], [-0.002, 0.002, -0.004], [-0.004, 0.028, -0.020], [-0.199, -0.066, 0.077], [-0.007, -0.029, -0.041], [0.087, 0.056, 0.038], [-0.071, 0.010, 0.002], [-0.101, -0.410, -0.134], [0.028, 0.044, -0.084], [-0.012, 0.045, -0.041], [0.007, -0.067, -0.072], [0.044, -0.009, 0.156], [0.071, -0.137, 0.057], [0.091, 0.016, -0.015], [0.018, -0.014, 0.000], [0.049, -0.094, -0.072], [0.010, -0.013, 0.000], [0.011, 0.027, 0.021], [-0.023, 0.010, -0.009], [0.015, -0.021, 0.014], [-0.004, 0.003, -0.019], [-0.003, -0.004, 0.003], [0.004, 0.011, 0.013], [0.064, 0.035, 0.032], [0.117, -0.063, -0.040], [-0.032, 0.050, 0.008], [-0.121, -0.045, 0.063], [0.199, 0.121, -0.011], [-0.022, -0.078, 0.200], [-0.118, 0.003, 0.027], [0.071, -0.089, -0.037], [-0.013, 0.029, 0.029], [-0.008, 0.053, -0.046], [0.076, 0.026, 0.056], [0.021, 0.006, 0.045], [-0.123, 0.018, 0.026]], "homo_lumo_gap_ev": 4.605, "energy_ha": -3513.992116, "largest_force_ev_per_a": 0.6, "relative_energy_ev": 0.804, "charge": -2, "homo_energy_ev": -0.26}

{"formula": "C4H5N3O", "method": "the ωB97M-V functional and the def2-TZVPD basis", "species": ["C", "C", "C", "C", "H", "H", "H", "H", "H", "N", "N", "N", "O"], "coordinates": [[1.86963, -0.70833, 0.18273], [0.40301, -0.23029, 0.23924], [-1.67290, -0.15435, 0.10519], [-1.00908, 1.24618, 0.04866], [2.71884, 1.06144, 0.00141], [2.01123, -1.59264, -0.52802], [1.97856, -0.93264, 1.20871], [-3.44545, 0.22315, -0.36788], [-1.52514, 2.29898, 0.06697], [-0.56759, -0.99159, 0.19327], [-2.83052, -0.58578, -0.37578], [0.26417, 1.12820, 0.17850], [2.83194, 0.14583, -0.47601]], "atomic_forces_ev_per_a": [[-0.500, -1.018, -3.176], [5.427, -1.011, -1.541], [-2.075, -0.430, -2.878], [-1.477, 2.615, 1.430], [0.531, -2.287, -1.565], [-0.927, 0.560, 1.716], [1.482, -0.508, 1.297], [-0.279, 0.237, -0.506], [0.897, -2.278, -0.363], [-2.300, -2.365, 0.489], [2.885, 1.450, 2.387], [-2.162, 2.200, -0.251], [-1.502, 2.834, 2.962]], "homo_lumo_gap_ev": 8.907, "energy_ha": -394.836857, "largest_force_ev_per_a": 5.7, "relative_energy_ev": 3.557, "homo_energy_ev": -10.41}